(1)
Density functional theory data (the ωB97M-V functional and the def2-TZVPD basis) for an isolated molecule of C5H8.

Cartesian coordinates (Å):
C 0.51 -2.05 -0.54
C 1.17 -0.66 -0.52
C 0.24 0.35 -0.02
C -0.62 1.14 0.30
C -1.70 2.07 0.61
H 0.45 -2.47 0.47
H 1.08 -2.74 -1.17
H -0.50 -1.97 -0.93
H 1.47 -0.38 -1.54
H 2.09 -0.68 0.07
H -1.58 2.52 1.61
H -1.73 2.88 -0.12
H -2.66 1.55 0.59

Properties
SMILES = CC#CCC
LUMO energy = 1.09 eV
ΔE to the lowest compared entry with this formula, charge and spin = 1.0843 eV
Multiplicity = 1



(2)
Density functional theory data (the ωB97M-V functional and the def2-TZVPD basis) for a structure of composition C5H8Br2.

Cartesian coordinates (Å):
C 2.62 2.39 -0.57
C 1.64 2.30 0.29
C -1.61 -1.96 0.86
C -0.59 -0.87 0.60
C -0.66 -0.19 -0.76
Br -0.39 -1.23 -2.35
Br -2.19 1.07 -0.98
H 2.50 1.89 -1.63
H 3.59 2.98 -0.37
H 0.81 1.61 0.39
H -2.58 -1.64 0.83
H -1.45 -2.69 -0.04
H -1.45 -2.35 1.86
H -0.64 0.01 1.19
H 0.40 -1.33 0.69

Properties
LUMO energy (alpha / beta) = -0.92 / -0.19 eV
ΔE to the lowest compared entry with this formula, charge and spin = 5.1109 eV
Multiplicity = 1



(3)
Density functional theory data (the ωB97M-V functional and the def2-TZVPD basis) for a structure of composition C5H8Br4O2.

Cartesian coordinates (Å):
C -0.30 -1.10 1.17
C -0.05 -1.09 -1.27
C -0.32 -0.31 -0.06
C -1.26 0.73 -0.37
C 1.64 0.62 0.42
O -1.21 1.32 -1.61
O 1.49 1.23 1.60
Br -3.04 -0.30 -0.26
Br -1.50 2.19 1.12
Br 2.83 -0.97 0.44
Br 2.44 1.86 -0.94
H -1.38 -1.12 1.64
H 0.32 -0.84 2.00
H -0.07 -2.20 0.87
H 0.19 -0.42 -2.16
H 0.72 -1.75 -1.26
H -0.92 -1.68 -1.60
H -1.83 2.09 -1.68
H 2.27 1.70 1.94

Properties
LUMO energy = -0.68 eV
ΔE to the lowest compared entry with this formula, charge and spin = 0.0000 eV
Multiplicity = 1



(4)
Density functional theory data (the ωB97M-V functional and the def2-TZVPD basis) for a structure of composition C5H8Br6O.

Cartesian coordinates (Å):
C -0.82 -2.49 1.95
C -1.30 -1.71 3.12
O -1.28 -0.47 3.04
C -1.62 -2.50 4.40
H -1.68 -2.89 1.41
H -0.31 -3.38 2.32
H -0.21 -1.91 1.25
H -0.71 -3.02 4.71
H -2.50 -3.13 4.26
H -1.85 -1.78 5.19
C 1.68 3.26 -5.55
Br 3.18 4.02 -4.41
Br 0.34 2.32 -4.36
Br 2.43 2.02 -6.92
H 1.16 4.01 -6.15
C 0.64 1.59 -0.96
Br 2.43 2.45 -1.25
Br -0.26 2.07 0.73
Br 0.74 -0.39 -1.04
H -0.05 1.91 -1.75

Properties
Charge = +1
LUMO energy (alpha / beta) = -5.37 / -9.14 eV
Multiplicity = 2